This record from OMol25 describes a structure of composition C26H40F3FeN2S5 in a non-equilibrium geometry. The level of theory is the ωB97M-V functional and the def2-TZVPD basis.

```
77
Properties=species:S:1:pos:R:3:forces:R:3:mulliken_charge:R:1
Fe -1.643 -0.571 -0.835 -1.2029 -0.8711 -0.6539 0.48
C -5.025 -0.179 -1.820 -0.2082 -0.0212 0.1049 -0.40
C -4.393 1.071 -2.390 -0.0030 -0.0120 0.0269 -1.01
S -2.593 1.018 -2.531 0.7778 0.0791 0.5117 0.10
C -2.290 0.245 -4.130 -0.0321 0.0367 -0.0388 -0.98
C -2.589 -1.236 -4.205 0.0637 -0.1838 -0.1540 -0.68
S -1.575 -2.112 -2.992 0.0562 0.5425 0.7570 0.10
C -2.621 -3.504 -2.517 -0.0103 -0.0638 -0.2358 -0.55
C -2.112 -4.050 -1.198 -0.0370 -0.0057 0.0142 -1.04
S -2.032 -2.861 0.160 0.6901 0.5632 0.0859 0.09
C -3.677 -2.894 0.893 0.0041 -0.0027 0.0131 -1.01
C -4.755 -2.219 0.078 -0.1910 0.0881 0.0706 -0.62
S -4.304 -0.490 -0.195 0.8348 0.0531 -0.1230 0.01
H -4.872 -1.057 -2.443 0.0089 0.0310 -0.0533 0.06
H -6.098 -0.020 -1.703 -0.0155 -0.0188 -0.0064 0.55
H -4.584 1.924 -1.738 -0.0753 0.0272 -0.0459 0.47
H -4.796 1.305 -3.375 0.0109 0.0398 0.0083 0.49
H -1.232 0.440 -4.316 -0.0067 -0.0047 -0.0607 0.44
H -2.868 0.793 -4.874 0.0474 0.0250 -0.0240 0.56
H -2.314 -1.599 -5.196 -0.0441 -0.0404 -0.0102 0.51
H -3.639 -1.469 -4.038 -0.0129 0.0647 -0.0211 0.38
H -2.528 -4.282 -3.276 -0.0493 0.0114 -0.0380 0.51
H -3.659 -3.178 -2.482 -0.0090 -0.0422 0.0755 0.22
H -1.083 -4.394 -1.303 -0.0247 -0.0817 -0.0333 0.47
H -2.716 -4.894 -0.865 0.0417 -0.0270 0.0088 0.51
H -3.546 -2.395 1.855 -0.0432 -0.0389 0.0314 0.41
H -3.929 -3.936 1.089 0.0128 0.0076 0.0498 0.55
H -5.694 -2.241 0.631 -0.0258 -0.0132 -0.0251 0.56
H -4.916 -2.700 -0.884 0.0147 -0.0420 0.0225 0.32
F 7.675 -0.567 -1.000 0.0226 -0.0166 0.0410 -0.24
C 7.064 -0.064 -2.083 -0.0088 -0.0041 -0.0058 0.80
F 7.492 -0.763 -3.142 0.0076 -0.0180 -0.0352 -0.24
F 7.472 1.200 -2.232 0.0074 0.0353 -0.0107 -0.27
C 5.565 -0.162 -1.940 0.0136 0.0107 0.0073 0.31
C 5.000 -1.416 -1.754 -0.0513 -0.0562 0.0193 -1.00
C 3.632 -1.539 -1.602 0.0206 -0.0931 0.0060 -0.54
C 2.820 -0.404 -1.631 -0.1586 -0.0233 0.0355 0.49
C 3.397 0.848 -1.835 0.0113 0.1075 -0.0058 -0.44
C 4.770 0.970 -1.989 -0.0718 0.0414 0.0086 -0.68
C 1.399 -0.514 -1.427 0.8418 0.0106 -0.1701 0.80
C 0.217 -0.580 -1.204 -1.2438 0.1826 0.3191 -0.68
H 5.635 -2.293 -1.726 -0.0193 0.0049 -0.0038 0.41
H 3.181 -2.513 -1.461 0.0346 0.0155 0.0134 0.49
H 2.762 1.725 -1.889 0.0299 -0.0126 0.0067 0.50
H 5.221 1.940 -2.146 -0.0101 0.0017 -0.0102 0.51
C 1.316 4.227 2.884 -0.0025 0.0575 -0.0783 -0.95
C 0.801 4.937 1.628 -0.0591 -0.0990 0.0863 -0.64
C -0.216 4.146 0.802 0.1431 -0.0250 0.0591 -0.42
C 0.363 3.009 -0.033 -0.0737 0.0186 0.1496 -0.62
N 0.941 1.923 0.771 -0.1052 0.2534 -0.0505 0.04
C 0.304 0.894 1.292 0.1066 -0.0170 -0.0954 -0.11
S -1.441 0.712 1.063 0.0735 -0.3684 -0.5039 -0.47
N 0.981 0.040 2.039 -0.1115 -0.1237 0.2052 0.06
C 0.459 -1.138 2.740 -0.0781 0.0879 0.1103 -0.17
C -0.074 -0.805 4.130 0.1031 0.1137 0.0010 -0.47
C 0.933 -0.076 5.023 0.0347 -0.1535 -0.0032 -0.27
C 2.239 -0.841 5.230 -0.0797 0.0663 -0.0044 -1.20
H 1.782 4.945 3.558 0.0130 -0.0352 0.0015 0.44
H 2.075 3.470 2.666 -0.0337 0.0022 0.0269 0.18
H 0.497 3.748 3.427 0.0340 0.0004 0.0004 0.23
H 1.641 5.230 0.993 -0.0207 0.0634 0.0066 0.29
H 0.312 5.860 1.941 0.0382 0.0304 -0.0220 0.36
H -0.709 4.826 0.103 -0.0358 -0.0313 0.0028 0.43
H -0.989 3.739 1.461 -0.0448 0.0461 -0.0414 0.27
H 1.159 3.381 -0.678 0.0359 -0.0483 0.0066 0.57
H -0.407 2.578 -0.667 0.0021 -0.0665 -0.0923 -0.16
H 1.918 2.023 1.007 0.0207 -0.0308 -0.0444 0.46
H 1.943 0.274 2.246 0.0312 -0.0199 -0.0714 0.35
H 1.278 -1.853 2.801 0.0268 0.0082 -0.0629 0.62
H -0.322 -1.579 2.127 0.0188 -0.0394 -0.0706 -0.63
H -0.365 -1.746 4.605 -0.0394 0.0147 -0.0262 0.46
H -0.974 -0.193 4.023 -0.0297 -0.0547 0.0252 0.24
H 0.461 0.083 5.993 0.0024 0.0829 -0.0114 0.41
H 1.139 0.918 4.614 -0.0184 0.0130 0.0308 0.03
H 2.047 -1.830 5.651 0.0351 0.0071 -0.0316 0.30
H 2.891 -0.307 5.920 0.0094 -0.0276 -0.0113 0.39
H 2.799 -0.977 4.299 0.0057 -0.0118 0.0366 0.27
```
Positions in Å, forces in eV/Å.

Values from the calculation:
ΔE to the lowest compared entry with this formula, charge and spin = 0.0 kJ/mol
multiplicity = 2
E_HOMO (spin up / spin down) = -13.53 / -13.55 eV
total charge = +2
Kohn-Sham gap (spin up / spin down) = 6.04 / 7.03 eV
E_tot = -4677.94021 Eh

---

This record from OMol25 describes a structure of composition C6H12 in a non-equilibrium geometry. The level of theory is the ωB97M-V functional and the def2-TZVPD basis.

```
18
Properties=species:S:1:pos:R:3:forces:R:3:nbo_charge:R:1
C 1.605 0.660 -1.244 -0.0624 0.0053 -0.0103 -0.60
C 0.908 -0.620 -0.780 -0.2448 0.1176 0.1984 -0.21
C 0.721 -0.750 0.743 -0.2451 1.7687 0.8908 -0.53
C -0.810 -0.734 0.664 -2.1249 1.3720 0.4583 -0.17
C -1.465 0.833 1.342 -0.2796 -1.3391 -0.6244 -0.71
C -0.653 -0.652 -0.869 -0.4373 0.0974 -0.0052 -0.40
H 1.150 1.535 -0.766 0.0559 -0.1186 -0.0831 0.20
H 1.541 0.794 -2.332 -0.0023 -0.0623 0.1483 0.20
H 2.667 0.652 -0.970 -0.1833 -0.0401 -0.0284 0.21
H 1.360 -1.472 -1.319 -0.2123 0.1522 0.5106 0.20
H 0.161 0.214 1.113 4.6298 0.0006 -0.1354 0.32
H 1.392 -1.212 1.474 -0.5332 -0.0269 -0.2360 0.22
H -1.446 -1.435 1.186 -0.2535 -0.4856 -0.3409 0.21
H -2.448 0.869 0.883 -0.3289 0.1511 0.1377 0.21
H -1.570 0.823 2.446 0.0973 -0.4102 -0.5615 0.21
H -0.958 1.808 1.099 0.0696 -1.2360 -0.2287 0.21
H -1.028 -1.547 -1.373 -0.0017 0.1405 0.0814 0.22
H -1.127 0.234 -1.298 0.0567 -0.0867 -0.1716 0.20
```
Positions in Å, forces in eV/Å.

Values from the calculation:
ΔE to the lowest compared entry with this formula, charge and spin = 418.3 kJ/mol
E_HOMO = -8.24 eV
total charge = 0
Kohn-Sham gap = 9.45 eV
E_tot = -235.65888 Eh

---

This record from OMol25 describes a structure of composition C37H31N2O2P2S3W in a non-equilibrium geometry. The level of theory is the ωB97M-V functional and the def2-TZVPD basis.

```
78
Properties=species:S:1:pos:R:3:forces:R:3:mulliken_charge:R:1
W 0.117 1.250 0.493 1.1561 -0.8670 0.1014 1.28
S 2.187 1.882 0.771 -1.5014 -0.7530 0.0934 -0.32
P 0.766 -1.098 0.068 -0.6082 -0.3796 -0.6645 1.41
C -0.910 -0.776 0.415 2.0007 1.5274 1.3655 -1.55
P -1.499 -0.654 2.037 -1.1785 0.3185 0.1055 1.53
S -0.660 1.069 2.796 -0.0064 0.0085 -0.3387 -0.56
C -3.279 -0.325 1.914 0.0028 -0.1321 0.0312 0.64
C -3.738 0.592 0.964 -0.0940 -0.1545 0.1367 -0.25
C -5.086 0.891 0.882 -0.0066 -0.0020 -0.0072 -0.79
C -5.987 0.278 1.747 -0.0244 0.0182 -0.0012 -0.53
C -5.540 -0.641 2.681 0.0286 -0.0427 0.0312 -0.82
C -4.186 -0.946 2.767 0.0220 0.0265 0.0033 -0.54
C -1.302 -1.959 3.249 0.2536 -0.1040 -0.1768 0.63
C -1.301 -1.651 4.608 0.0228 -0.0898 0.0107 -0.49
C -1.183 -2.674 5.537 -0.0109 0.0066 -0.0271 -0.83
C -1.053 -3.991 5.109 -0.0034 0.0345 0.0379 -0.48
C -1.051 -4.293 3.755 -0.0078 -0.0365 -0.0329 -0.68
C -1.176 -3.276 2.819 -0.0306 -0.0211 -0.0185 -0.18
C 1.695 -2.028 1.315 0.1740 0.1222 0.0285 1.03
C 1.880 -3.402 1.136 -0.0202 0.0310 0.0246 -0.65
C 2.474 -4.156 2.135 -0.0137 -0.0478 -0.0153 -0.72
C 2.891 -3.549 3.313 0.0150 -0.0016 0.0528 -0.56
C 2.735 -2.180 3.485 -0.0256 0.0358 -0.0312 -0.71
C 2.146 -1.416 2.486 -0.0004 -0.3023 -0.0360 -0.30
C 0.996 -2.020 -1.453 0.0077 0.1733 -0.1007 0.45
C 2.285 -2.140 -1.971 0.0163 -0.0160 -0.0098 -0.31
C 2.491 -2.851 -3.144 0.0030 0.0626 0.0714 -0.87
C 1.412 -3.443 -3.789 -0.0172 -0.0138 -0.0077 -0.47
C 0.131 -3.324 -3.268 -0.0345 -0.0068 0.0135 -0.76
C -0.084 -2.604 -2.102 0.0149 -0.0367 -0.0153 -0.34
H -3.049 1.053 0.275 0.1445 0.0950 -0.1495 0.35
H -5.440 1.595 0.139 0.0349 -0.0280 0.0415 0.45
H -7.042 0.517 1.686 0.0446 -0.0211 -0.0115 0.39
H -6.244 -1.128 3.345 0.0449 0.0254 -0.0260 0.42
H -3.839 -1.668 3.496 -0.0587 0.0149 -0.0081 0.35
H -1.393 -0.624 4.939 0.0136 -0.0105 0.0093 0.38
H -1.191 -2.444 6.594 0.0139 -0.0041 -0.0203 0.43
H -0.951 -4.785 5.838 -0.0107 0.0247 -0.0263 0.42
H -0.952 -5.321 3.427 0.0061 0.0484 0.0024 0.43
H -1.177 -3.505 1.759 0.0192 -0.0038 0.0285 0.39
H 1.555 -3.876 0.219 0.0102 -0.0248 0.0267 0.44
H 2.614 -5.222 1.994 -0.0178 0.0725 0.0044 0.43
H 3.348 -4.143 4.096 -0.0225 0.0452 -0.0656 0.43
H 3.079 -1.703 4.395 -0.0147 -0.0200 -0.0555 0.45
H 2.050 -0.353 2.614 -0.0669 0.2205 0.0613 0.17
H 3.126 -1.687 -1.452 -0.0271 -0.0338 -0.0438 0.44
H 3.490 -2.944 -3.552 -0.0352 0.0010 0.0167 0.43
H 1.572 -4.000 -4.704 -0.0080 0.0175 0.0385 0.39
H -0.706 -3.788 -3.774 0.0307 0.0322 0.0059 0.42
H -1.085 -2.474 -1.706 0.0377 -0.0228 -0.0202 0.45
C 4.870 3.784 -4.811 -0.0877 0.0106 0.0648 -1.46
C 3.554 3.236 -4.324 0.0605 0.0318 -0.0268 0.90
C 3.511 2.153 -3.446 0.0430 0.0067 0.0162 -1.06
C 2.303 1.644 -3.001 -0.0684 0.0742 -0.0974 -0.02
C 1.122 2.237 -3.431 0.1092 0.1270 0.0483 0.21
C 1.136 3.324 -4.300 -0.0430 -0.0255 0.1023 -0.49
C 2.353 3.810 -4.743 0.0623 0.0395 -0.0360 -0.70
S -0.416 1.583 -2.913 -0.0637 0.1523 0.1500 0.98
O -1.447 2.301 -3.598 -0.1960 -0.0880 -0.0934 -0.72
O -0.348 0.160 -2.944 -0.0085 -0.1214 0.1225 -0.44
N -0.561 1.987 -1.295 0.1427 0.1163 -0.2200 -0.42
C -0.989 3.233 -0.854 -0.1892 0.1777 -0.5350 0.86
C -1.541 4.315 -1.531 0.0273 0.0615 -0.0566 -0.86
C -1.874 5.419 -0.770 0.0074 -0.0202 -0.0114 -0.39
C -1.673 5.426 0.612 -0.0799 0.1680 -0.0523 -0.84
C -1.137 4.312 1.201 0.1128 -0.2113 0.2998 -0.20
N -0.802 3.244 0.469 -0.1339 -0.0740 -0.1894 -0.19
H 5.690 3.104 -4.589 -0.0161 0.0078 -0.0111 0.36
H 5.086 4.741 -4.329 -0.0115 -0.0418 -0.0132 0.32
H 4.845 3.960 -5.887 0.0004 -0.0156 0.0160 0.38
H 4.438 1.699 -3.112 -0.0602 0.0186 -0.0427 0.35
H 2.272 0.783 -2.347 -0.0040 -0.0508 0.0335 0.30
H 0.200 3.760 -4.631 0.1034 -0.0497 0.0003 0.50
H 2.375 4.645 -5.435 -0.0007 -0.0597 0.0509 0.41
H -1.701 4.262 -2.596 -0.0196 0.0729 0.0478 0.54
H -2.304 6.288 -1.253 0.0170 -0.0365 0.0073 0.45
H -1.936 6.284 1.214 0.0110 -0.0410 -0.0246 0.43
H -0.965 4.241 2.266 0.0131 -0.0153 0.0173 0.47
```
Positions in Å, forces in eV/Å.

Values from the calculation:
E_HOMO (spin up / spin down) = -10.97 / -10.77 eV
total charge = +1
Kohn-Sham gap (spin up / spin down) = 6.40 / 6.65 eV
E_tot = -3632.75193 Eh